(1)
A molecular structure, C41H55F5N5O2ReSTe. Source: the Open Molecules 2025 dataset; level of theory: ωB97M-V/def2-TZVPD.

```
111
Properties=species:S:1:pos:R:3:forces:R:3:lowdin_spin:R:1
Re -0.322700 0.672300 -0.232600 0.39 -1.28 0.36 1.973
Te 1.166800 2.737200 -3.109200 0.90 4.43 1.01 0.001
S 2.431400 -0.751100 0.709500 1.39 -0.62 0.12 0.009
F -0.565000 3.104800 -2.032600 0.45 -0.84 -0.89 0.007
F 0.356500 4.184400 -4.140700 0.72 -1.35 0.20 0.000
F 1.604700 1.764000 -1.224800 -0.72 -0.43 -0.21 0.031
F 2.981700 3.249600 -3.731200 -1.30 -0.97 0.16 0.001
F 1.638200 4.142700 -1.927900 -0.13 -0.59 -0.37 0.001
O 1.326200 -0.773300 -0.329400 -1.59 0.61 -0.71 0.030
O -0.608800 0.603600 -2.399200 -0.29 0.28 1.13 0.035
N -0.352200 0.571200 1.853200 -0.24 -0.48 -1.35 0.206
N -5.030400 0.385100 -1.385300 -0.13 0.40 0.06 0.001
N -2.051200 1.964400 -0.083200 0.21 -0.05 -0.24 0.004
N -5.686800 -1.833200 -1.824100 -0.31 -0.38 0.19 0.001
N -1.616000 -0.871900 -0.031400 1.14 0.98 0.63 0.173
C -5.179200 -0.880900 -1.063600 -0.02 -0.14 0.02 0.001
C -2.927200 2.096600 -1.078200 -0.24 0.30 -0.15 0.013
C 1.154700 1.089800 5.196000 -0.02 0.12 -0.01 -0.003
C -0.870500 -3.628900 1.317300 -0.15 -0.11 -0.12 0.004
C 2.614000 3.194600 1.112200 -0.23 -0.01 -0.32 0.004
C 5.042400 -0.035600 0.802000 -0.05 -0.05 0.14 0.000
C -3.261500 3.652500 1.101000 0.07 -0.07 -0.08 -0.002
C -2.030400 -1.779700 -0.980400 -0.57 -1.00 -1.13 -0.002
C 0.971000 2.424900 2.774300 -0.34 -0.21 -0.09 0.028
C -3.312000 -3.782100 -1.495400 0.08 0.19 -0.33 -0.007
C 2.648100 -3.337400 -0.335900 -0.04 0.17 -0.10 0.000
C -4.843200 3.164000 -2.240900 -0.28 -0.24 -0.36 0.000
C -2.116700 -0.877800 1.241000 0.01 0.38 0.02 0.122
C -2.225400 -3.877900 0.660400 -0.04 0.08 0.33 0.004
C 0.344000 -1.054800 4.263100 0.10 -0.16 0.12 0.003
C -3.980200 3.005700 -1.073500 0.43 0.16 0.54 -0.001
C -2.785700 -2.273900 -3.236000 -0.10 -0.17 0.15 -0.006
C -1.472100 -0.139200 2.195800 -0.13 0.08 -0.34 0.101
C -2.538500 -3.062600 -0.594900 0.17 0.17 -0.13 0.036
C 0.604900 0.427700 4.109400 -0.17 0.06 -0.39 0.026
C -4.135700 3.824000 0.042800 0.30 -0.43 -0.28 0.011
C 0.590500 4.598200 1.477600 -0.09 -0.22 -0.14 0.002
C -5.462300 0.773100 -2.588800 -0.17 -0.84 -0.13 0.000
C 1.497900 3.045600 3.897100 -0.07 -0.18 0.13 -0.004
C -2.039100 -1.471400 -2.384200 0.04 0.17 0.37 0.037
C -0.716300 -1.348000 5.325900 0.06 -0.08 -0.31 0.001
C -2.243700 2.726600 1.000700 -0.08 0.35 0.56 0.014
C -6.076700 -1.474500 -3.037700 -0.05 0.25 -0.08 0.000
C -5.997700 -0.164700 -3.478400 0.20 0.16 0.28 0.000
C -1.143700 -0.483400 -3.160900 -0.15 -1.12 -0.72 0.005
C 3.945100 -0.293500 -0.215500 -0.18 0.08 0.31 0.001
C 1.123700 3.166600 1.471400 0.19 0.10 -0.01 0.017
C -3.503600 -3.366700 -2.792300 0.48 -0.04 -0.02 0.041
C -1.869000 0.161900 -4.357800 0.02 0.04 0.18 0.000
C 1.646800 -1.779800 4.629500 -0.19 0.01 -0.17 0.001
C 0.085400 -1.267100 -3.649700 -0.10 0.30 0.19 0.004
C -5.432400 2.186800 -2.936600 0.11 0.55 0.03 -0.001
C -3.379100 -3.901100 1.679300 0.14 -0.15 -0.14 0.003
C 1.547800 2.410800 5.121700 0.07 -0.01 -0.14 0.029
C 0.407500 1.128500 2.889800 0.74 0.68 0.96 0.009
C 2.754500 -2.550900 0.953900 -0.21 0.38 -0.08 0.000
H -2.159200 -4.903000 0.271300 -0.04 0.22 0.01 0.001
H -0.087500 -3.606400 0.565600 0.17 0.02 -0.13 0.001
H 1.703700 -3.109200 -0.828100 0.02 -0.11 -0.07 0.000
H 3.734200 -2.650400 1.416100 0.04 0.15 0.14 0.000
H 1.993400 -2.874600 1.664800 0.03 0.10 0.10 0.000
H -3.343200 4.249200 1.993900 0.01 0.03 0.13 0.000
H -0.209100 -2.228200 -4.056600 -0.02 -0.07 -0.07 0.000
H -1.358600 1.087300 -4.631800 0.07 0.03 -0.07 0.000
H -4.931200 4.551400 0.080700 -0.07 0.11 0.01 0.001
H -0.839600 -2.702200 1.878000 0.04 0.04 0.10 0.002
H -4.103000 -3.938000 -3.479600 -0.14 -0.11 -0.09 0.002
H -6.467700 -2.262700 -3.667000 -0.08 -0.02 -0.11 0.000
H 1.951800 -1.545500 5.646400 0.09 0.02 0.07 0.000
H -3.404100 -4.859200 2.192800 0.01 -0.07 0.11 0.000
H 0.595600 2.625500 0.674000 0.04 0.16 -0.01 0.008
H 5.335200 -0.955000 1.305100 0.12 -0.04 0.05 0.000
H 1.499100 -2.856800 4.565000 0.03 -0.11 0.03 0.000
H 2.739500 3.596300 0.111500 0.08 0.01 -0.09 0.000
H -0.885900 -2.418200 5.399200 -0.04 -0.18 0.07 0.000
H 1.889700 4.043400 3.799400 0.05 0.20 0.00 -0.001
H -3.280300 -3.132300 2.441100 -0.01 0.10 0.08 0.001
H -1.664500 -0.871300 5.097000 -0.17 0.08 0.02 0.000
H -2.795300 -2.063700 -4.290000 -0.03 0.11 -0.19 -0.001
H -4.330300 -3.775800 1.166700 -0.14 0.00 0.05 0.000
H 2.453300 -1.492700 3.955700 0.10 0.00 -0.02 0.000
H 1.941600 2.921700 5.986100 0.06 0.02 0.10 0.002
H 2.683800 -4.401500 -0.112500 -0.01 -0.04 0.01 0.000
H 4.696400 0.666800 1.558400 0.08 0.08 0.07 0.000
H 4.211500 -1.071800 -0.926500 -0.17 -0.10 -0.01 0.000
H -5.002000 4.191900 -2.540700 -0.04 0.03 -0.15 0.000
H -0.664700 -4.451100 1.998400 0.08 -0.07 0.14 0.000
H -1.846500 -0.469000 -5.243400 -0.01 -0.05 0.07 0.000
H -1.842800 -0.082300 3.207600 -0.06 0.03 0.04 0.004
H 3.683300 0.609600 -0.767700 -0.18 -0.01 0.09 0.000
H 3.152900 3.832100 1.808400 0.06 0.00 0.16 0.001
H -4.855400 -1.163900 -0.071200 0.02 -0.09 0.11 0.000
H 1.299500 0.555900 6.120700 -0.04 -0.12 0.16 -0.001
H 1.234000 5.248000 2.063400 0.04 0.09 0.12 0.001
H -3.014700 -1.431100 1.457700 -0.09 0.00 -0.02 0.005
H -3.745700 -4.718100 -1.183800 -0.05 -0.17 0.15 -0.001
H -6.016700 2.444900 -3.808900 0.00 0.13 -0.07 0.000
H -6.334100 0.129800 -4.458400 -0.10 0.01 -0.13 0.000
H 3.462500 -3.107500 -1.019800 0.01 -0.05 -0.05 0.000
H 0.599600 -0.693600 -4.416400 0.14 0.07 -0.12 0.001
H 0.010600 -1.458800 3.304900 0.04 -0.01 0.12 0.001
H 0.585600 4.968100 0.456400 -0.01 0.12 -0.13 0.000
H 5.924600 0.387200 0.328600 0.01 -0.01 -0.09 0.000
H -2.907100 0.395900 -4.123600 -0.05 0.03 0.02 0.000
H 3.041000 2.194700 1.151800 0.09 -0.07 -0.01 0.000
H -1.059100 1.433100 -2.637400 -0.01 0.28 0.28 0.003
H -0.390800 -0.985700 6.295200 0.04 0.04 0.18 0.000
H -2.808200 1.463600 -1.941700 0.00 -0.04 0.02 0.001
H -0.418800 4.657200 1.875000 -0.11 0.07 0.07 0.000
H -1.557400 2.601600 1.821400 0.10 -0.02 -0.03 0.000
H 0.767000 -1.421000 -2.814500 0.03 -0.11 0.08 0.000
```
Positions in Å, forces in eV/Å.

Computed properties:
- Net charge: +1
- <S²>: 3.774
- Relative energy (zero: lowest compared OMol25 entry of this formula, charge and spin): 0.0 kcal/mol
- Electronic energy: -88796.536 eV
- LUMO (alpha / beta): -2.82 / -3.76 eV
- HOMO energy (alpha / beta): -0.344 / -0.385 Ha
- Spin multiplicity: 4
- M: 1090.8 g/mol
- Frontier orbital gap (alpha / beta): 6.539 / 6.708 eV

***

(2)
A molecular structure, C41H55N8O5P2SSe2Si2Ta. Source: the Open Molecules 2025 dataset; level of theory: ωB97M-V/def2-TZVPD.

```
117
Properties=species:S:1:pos:R:3:forces:R:3:lowdin_charge:R:1
Ta 1.895526 -0.261842 1.124494 -3.42 -1.73 2.09 1.707
Se -1.537748 3.426257 -3.905131 -0.18 0.02 0.09 0.448
Se 1.259449 -1.221367 -1.393335 -0.38 -0.14 -0.05 0.569
S 3.940066 0.631690 0.162220 2.60 1.01 -1.66 0.803
P -1.884882 3.796885 -1.871521 -0.13 0.15 -0.05 0.554
P -0.007787 0.363747 -2.223528 -0.25 0.00 -0.22 0.781
Si -0.768636 -3.013421 1.009860 -0.44 -0.10 -0.50 0.482
Si -0.354181 -1.487711 3.718496 -0.44 -0.30 0.38 0.549
O 1.438927 0.864378 2.645806 0.18 0.64 0.52 -0.234
O 2.518732 1.146946 -0.214874 0.49 0.57 -0.13 -0.614
O 3.534253 -0.922830 0.257703 0.92 -0.15 -0.35 -0.688
O 2.967090 -1.198668 2.713753 -0.19 0.07 -0.32 -0.265
O 3.981574 0.994920 1.600544 -0.19 -0.18 0.31 -0.443
N 2.915772 -4.022769 -2.599357 -0.03 0.16 0.03 0.184
N -0.216103 2.129037 1.194965 -0.11 -0.03 0.05 -0.063
N 3.756135 -3.977793 0.428332 0.00 0.01 -0.19 0.049
N 2.714351 -2.472441 3.045129 -0.15 -0.22 -0.18 -0.125
N 1.344509 2.926134 3.513735 -0.14 -0.22 -0.24 0.255
N 3.056741 1.494679 4.116191 -0.13 -0.11 -0.25 0.228
N 0.074821 1.106057 0.396395 0.18 -0.03 -0.01 -0.140
N -0.813890 3.074803 0.539271 -0.09 0.18 0.09 0.051
C -1.513198 -0.396562 -2.861455 0.17 0.13 0.02 -0.376
C -0.931923 2.714037 -0.752422 -0.06 -0.44 -0.04 -0.368
C 4.494235 -4.469211 -0.721331 -0.14 0.08 0.04 -0.233
C 1.245526 1.696636 -5.840801 0.01 0.00 -0.09 -0.064
C 2.089452 2.744267 -5.498896 -0.01 0.00 0.03 -0.052
C 0.561199 -2.065963 2.042424 0.10 0.34 -0.35 -0.384
C 3.454124 -4.452832 4.079158 -0.16 0.00 -0.04 -0.017
C -1.400769 5.454477 -1.329453 -0.06 -0.15 -0.05 -0.355
C 0.878537 -1.124841 5.108507 0.03 0.17 -0.45 -0.147
C -3.899515 -0.469072 -3.066145 -0.08 0.00 0.01 -0.041
C 0.348129 7.093107 -1.154813 0.04 -0.05 -0.03 -0.069
C 4.266529 -3.704734 -2.030049 0.38 -0.05 0.41 -0.133
C -3.792537 -1.571196 -3.900863 -0.02 0.00 0.02 -0.046
C 2.336029 3.035820 -4.164489 0.04 -0.01 0.02 -0.062
C -5.905391 3.124756 -1.907109 -0.04 -0.01 0.00 -0.068
C -2.761664 0.123261 -2.542978 0.08 0.00 -0.07 -0.086
C 3.652062 -3.144279 3.730792 0.27 -0.01 0.18 0.004
C -1.405091 -1.523383 -3.675351 0.06 0.08 0.11 -0.126
C -5.269404 3.386070 0.398618 0.06 0.02 0.05 -0.066
C -6.244417 3.154596 -0.563197 -0.04 -0.01 0.00 -0.065
C -1.898129 7.646391 -0.491269 0.00 0.05 0.01 -0.062
C -4.586847 3.315058 -2.296175 0.02 -0.02 -0.05 -0.112
C -3.608310 3.538606 -1.334195 0.20 0.01 -0.03 -0.369
C -0.068090 5.820682 -1.504563 -0.01 0.01 0.03 -0.099
C 0.865347 1.258340 -3.516537 -0.03 -0.22 0.09 -0.421
C -2.545492 -2.106387 -4.199326 0.05 -0.04 -0.04 -0.059
C 1.730185 2.291225 -3.167185 0.09 -0.08 0.05 -0.116
C -2.321749 6.370517 -0.835851 0.05 -0.06 0.00 -0.066
C 1.968727 1.768138 3.400793 0.04 0.47 0.64 -0.535
C -0.567426 8.003997 -0.642859 -0.04 0.03 0.02 -0.067
C -3.951420 3.582323 0.019013 -0.05 -0.05 -0.12 -0.093
C -0.361885 1.443349 -0.853963 0.13 0.01 0.11 -0.415
C -1.278869 -2.950274 4.498779 0.03 0.18 -0.01 -0.167
C 2.270999 -5.067104 3.673678 0.05 0.06 -0.01 -0.007
C 0.628611 0.949258 -4.853101 0.04 -0.05 0.10 -0.119
C 1.334348 -4.345240 2.966144 0.05 -0.10 -0.03 -0.033
C -1.949146 -4.234118 1.852980 0.11 0.14 0.18 -0.180
C -1.659411 -0.176806 3.396319 0.31 -0.10 0.10 -0.152
C -1.953609 -1.792598 0.202702 0.23 -0.11 0.14 -0.167
C 0.024845 -4.191334 -0.280157 0.01 0.17 0.07 -0.198
C 1.528969 -2.993562 2.651019 0.03 -0.13 0.12 -0.361
H -1.925536 0.303639 4.341887 0.01 -0.06 0.02 0.049
H -3.191149 3.776306 0.760996 0.05 0.00 0.10 0.095
H 2.840012 -5.011592 -2.838047 -0.04 -0.03 -0.05 0.175
H 4.288164 -2.632613 -1.838597 -0.06 0.03 -0.11 0.112
H 0.629885 5.109717 -1.933894 0.02 0.03 0.01 0.094
H 3.951279 -2.997437 0.598102 0.01 -0.02 -0.02 0.047
H 2.084666 -6.104337 3.917277 -0.01 0.00 -0.01 0.128
H -2.184491 -2.102340 -0.817698 0.01 -0.02 -0.02 0.034
H 0.353732 -0.612347 5.917617 -0.08 -0.04 -0.02 0.054
H 3.586508 0.688588 3.820980 0.05 -0.07 0.06 0.098
H 4.208081 -4.980421 4.642714 0.03 0.02 -0.02 0.124
H -2.897246 -1.765136 0.751973 0.03 -0.03 0.04 0.047
H -2.613413 8.363615 -0.111265 0.01 0.00 0.00 0.112
H -2.646205 -4.568313 1.080100 0.09 0.04 -0.15 0.052
H -1.557859 -0.780893 0.175784 -0.03 0.07 -0.04 -0.004
H -2.466026 -2.973563 -4.841452 0.00 0.00 0.00 0.112
H 0.531699 3.044499 2.916937 -0.04 0.00 -0.07 0.102
H -1.331705 0.596945 2.715914 0.05 0.23 -0.16 -0.007
H 0.956368 -4.648854 0.068022 -0.04 -0.03 0.01 0.008
H 2.726512 -3.458271 -3.428041 -0.03 -0.03 -0.07 0.161
H -5.536899 3.423392 1.446636 -0.01 0.00 -0.01 0.109
H 0.184663 -3.680494 -1.229098 0.00 -0.01 0.02 -0.055
H -2.853481 0.973462 -1.884993 -0.04 0.09 0.03 0.085
H -4.872113 -0.064119 -2.818702 0.01 0.01 0.00 0.115
H 2.991278 3.856208 -3.902706 0.00 -0.01 0.01 0.115
H 5.019236 -3.960937 -2.773680 -0.11 -0.02 -0.10 0.136
H 1.915472 2.516784 -2.124849 -0.03 0.05 -0.02 0.094
H 4.261042 -5.528719 -0.864823 0.08 -0.01 0.00 0.125
H 2.177394 -3.788924 -1.924200 -0.07 -0.02 0.04 0.057
H -2.328644 -2.974277 4.208985 0.11 0.04 0.15 0.026
H -4.683790 -2.021312 -4.317449 0.00 -0.01 0.01 0.116
H -0.065150 0.163839 -5.121530 -0.02 0.05 -0.04 0.100
H 0.411371 -4.812742 2.657007 0.09 0.02 0.03 0.083
H -7.273432 3.005707 -0.262610 0.00 0.01 0.00 0.111
H -1.479061 -5.130140 2.263716 -0.10 0.00 -0.02 0.037
H 2.550909 3.340965 -6.274300 0.00 -0.01 -0.01 0.117
H -0.421857 -1.935675 -3.874647 -0.06 -0.08 -0.10 0.089
H -1.259690 -2.820582 5.583207 0.10 0.07 0.02 0.049
H -6.669901 2.962387 -2.655675 0.01 0.00 0.00 0.112
H 5.559022 -4.412682 -0.495151 0.02 -0.03 -0.06 0.128
H 1.737236 -0.522987 4.834892 0.07 0.06 0.04 -0.004
H 4.547124 -2.589597 3.970154 -0.05 0.08 -0.05 0.152
H -0.840416 -3.925605 4.283367 -0.09 0.06 0.11 0.025
H 1.381485 7.382423 -1.294598 0.00 0.00 0.01 0.108
H 3.542960 2.219463 4.617655 -0.05 0.03 0.00 0.144
H -3.362741 6.097409 -0.726017 0.01 0.02 0.01 0.105
H 1.244050 -2.072282 5.511710 -0.04 -0.02 0.00 0.045
H -2.569232 -0.627803 2.996076 0.06 -0.06 -0.03 0.036
H 2.754823 -4.095893 0.338560 0.03 -0.02 0.07 0.029
H -0.672251 -5.010047 -0.467442 -0.02 -0.03 0.07 0.044
H -2.547823 -3.784970 2.641717 -0.02 -0.15 -0.28 0.010
H 1.048803 1.477226 -6.881792 0.00 0.00 0.01 0.116
H 1.701640 3.689591 4.061028 0.03 -0.02 0.04 0.140
H -0.242946 8.999877 -0.371096 0.00 0.00 -0.02 0.110
H -4.310659 3.291751 -3.344188 0.01 0.00 0.03 0.063
```
Positions in Å, forces in eV/Å.

Computed properties:
- Net charge: +2
- Relative energy (zero: lowest compared OMol25 entry of this formula, charge and spin): 72.3 kcal/mol
- Electronic energy: -242972.458 eV
- LUMO: -5.62 eV
- HOMO energy: -0.426 Ha
- Spin multiplicity: 1
- M: 1229.0 g/mol
- Frontier orbital gap: 5.979 eV

***

What is the relative energy (zero: lowest compared OMol25 entry of this formula, charge and spin) in the first record?
0.0 kcal/mol

***

Which of these has the lowest spin multiplicity?
C41H55N8O5P2SSe2Si2Ta

***

spin multiplicity of number 2 (C41H55N8O5P2SSe2Si2Ta)?
1

***

Among the records above, which one has the lowest electronic energy?
C41H55N8O5P2SSe2Si2Ta